1.
Computed, not measured: one molecule with the formula C11H13F at a distorted geometry, with ωB97M-V with the def2-TZVPD basis set.

Cartesian coordinates (Å):
C1 -2.340 2.083 -0.237
C2 -1.793 0.640 -0.316
C3 -2.514 -0.359 0.599
C4 -1.864 -1.779 0.523
C5 -0.763 -1.905 -0.542
C6 0.215 -0.825 -0.311
C7 1.568 -1.112 -0.230
C8 2.442 0.016 0.028
F1 3.733 -0.100 0.177
C9 1.923 1.294 0.165
C10 0.549 1.533 0.112
C11 -0.284 0.480 -0.132
H1 -3.399 2.195 -0.496
H2 -2.129 2.543 0.754
H3 -1.748 2.638 -0.948
H4 -1.913 0.355 -1.425
H5 -2.349 0.001 1.636
H6 -3.623 -0.419 0.360
H7 -1.457 -1.951 1.510
H8 -2.593 -2.571 0.373
H9 -0.362 -2.871 -0.446
H10 -1.265 -1.825 -1.496
H11 1.856 -2.185 -0.190
H12 2.492 2.117 0.617
H13 0.061 2.474 0.201

- Relative energy (zero: lowest compared OMol25 entry of this formula, charge and spin): 0.0 kcal per mole
- HOMO: -8.69 eV
- E: -526.8062 a.u.
- HOMO-LUMO gap: 9.67 eV
- Structure (SMILES): C[C@@H]1CCCc2cc(F)ccc21

Löwdin population analysis, charges in e, atoms 1 to 2: -0.07, -0.33

2.
Computed, not measured: a 2-piece molecular cluster, C11H13F6N2P overall at a distorted geometry, with ωB97M-V with the def2-TZVPD basis set.

Cartesian coordinates (Å):
C1 0.142 -3.282 -0.818
C2 -0.170 -2.163 -1.176
C3 -0.171 -0.805 -1.787
C4 -0.196 0.294 -0.721
C5 0.767 0.209 0.261
N1 0.835 1.120 1.224
C6 0.005 2.153 1.266
C7 -0.986 2.300 0.335
C8 -1.117 1.350 -0.690
C9 -2.238 1.459 -1.738
C10 -3.184 0.286 -1.468
C11 -3.946 0.249 -0.113
N2 -3.338 -0.660 -2.289
H1 0.389 -4.110 -0.178
H2 0.729 -0.646 -2.405
H3 -1.029 -0.732 -2.468
H4 1.476 -0.625 0.269
H5 1.573 0.977 1.928
H6 0.123 2.890 2.060
H7 -1.644 3.163 0.430
H8 -2.725 2.427 -1.553
H9 -1.795 1.427 -2.741
H10 -4.175 1.251 0.276
H11 -3.377 -0.369 0.596
H12 -4.907 -0.241 -0.330
H13 -3.991 -1.350 -1.914
F1 5.513 -2.326 1.598
P1 4.722 -0.947 1.967
F2 6.068 -0.535 2.798
F3 3.213 -0.298 2.239
F4 4.251 -1.709 3.332
F5 4.118 -1.286 0.470
F6 5.067 0.530 1.342

- HOMO: -10.45 eV
- E: -1477.0520 a.u.
- HOMO-LUMO gap: 8.76 eV

Löwdin population analysis, charges in e, atoms 1 to 2: 0.13, -0.12